[1]
{"formula": "C27H35N6OPSV", "method": "ωB97M-V/def2-TZVPD", "homo_ev": [-13.895, -14.125], "orbital_gap_ha": [0.3061, 0.3155], "total_charge": 2, "energy_ev": -85354.1729, "lumo_energy_ev": [-5.566, -5.541], "multiplicity": 4, "species": ["V", "N", "C", "C", "C", "C", "N", "H", "H", "H", "H", "H", "H", "H", "H", "H", "H", "H", "H", "O", "N", "C", "C", "C", "C", "C", "C", "C", "P", "C", "C", "C", "C", "C", "C", "C", "C", "C", "C", "C", "C", "H", "H", "H", "H", "H", "H", "H", "H", "H", "H", "H", "H", "H", "H", "H", "H", "C", "C", "C", "N", "N", "C", "N", "S", "H", "H", "H", "H", "H", "H", "H"], "coordinates": [[0.7852, 0.2200, 0.4826], [-0.2381, 2.2641, 0.6962], [-1.7445, 2.3670, 0.6972], [-2.4078, 2.2323, 2.0612], [-2.8427, 0.7996, 2.4328], [-1.7457, -0.1192, 2.9584], [-0.8002, -0.6938, 1.9159], [0.1414, 2.7437, 1.5331], [0.0855, 2.8725, -0.0667], [-2.1343, 1.6011, 0.0231], [-1.9914, 3.3286, 0.2405], [-3.2792, 2.8882, 2.0696], [-1.7394, 2.6425, 2.8490], [-3.3711, 0.3167, 1.5827], [-3.5367, 0.8463, 3.2600], [-2.2126, -0.9712, 3.4423], [-1.1143, 0.4226, 3.6770], [-1.4067, -1.1288, 1.2186], [-0.3614, -1.4933, 2.3663], [2.3640, -2.2896, 1.4527], [1.7100, -1.7441, 0.3368], [1.5690, -2.7256, -0.4881], [0.9974, -2.8235, -1.8126], [1.3080, -4.0115, -2.5225], [0.8400, -4.1661, -3.8128], [0.0157, -3.2522, -4.4149], [-0.3757, -2.1471, -3.6972], [0.1320, -1.8982, -2.4013], [-0.4256, -0.3902, -1.5771], [-2.2676, -0.5199, -1.6895], [-3.1597, 0.5397, -1.8408], [-4.5359, 0.3524, -1.7701], [-5.0474, -0.8894, -1.5479], [-4.2064, -1.9804, -1.3431], [-2.8193, -1.7840, -1.4166], [0.0204, 0.8755, -2.8002], [1.2674, 1.4771, -2.6806], [1.7050, 2.4260, -3.6091], [0.8901, 2.8112, -4.6621], [-0.3857, 2.2791, -4.7395], [-0.8225, 1.3127, -3.8318], [2.5743, -1.4982, 2.0381], [2.0139, -3.6316, -0.0722], [1.9460, -4.7689, -2.0744], [1.1979, -5.0310, -4.3656], [-0.3385, -3.3873, -5.3982], [-1.0693, -1.4435, -4.1010], [-2.7986, 1.5432, -2.0113], [-5.2054, 1.1916, -1.8688], [-6.1340, -1.0327, -1.4737], [-4.5860, -2.9556, -1.1123], [-2.1479, -2.6265, -1.2652], [1.9650, 1.1824, -1.8969], [2.6737, 2.8692, -3.5092], [1.2171, 3.5430, -5.3877], [-1.0471, 2.6044, -5.5345], [-1.8029, 0.8799, -3.9040], [4.0625, -0.4233, 6.1446], [4.2612, -0.8271, 4.6736], [3.6238, 0.1390, 3.7649], [2.8155, -0.2088, 2.8280], [2.2762, 0.8081, 2.0539], [2.7422, 1.9423, 2.5040], [2.4162, 3.1492, 1.8983], [3.8000, 1.8556, 3.8669], [4.5777, -1.1175, 6.8093], [3.0380, -0.3795, 6.4505], [4.5037, 0.5645, 6.2837], [3.8103, -1.7745, 4.4291], [5.3241, -0.9028, 4.4075], [2.6146, 3.1982, 0.9199], [2.8163, 3.9474, 2.3309]], "forces_ev_per_angstrom": [[-0.5, 0.1, 1.3], [0.4, 0.2, 0.2], [0.3, 0.1, -0.4], [0.4, -0.2, 0.4], [0.5, 0.0, -0.4], [0.8, 0.1, -0.5], [-0.3, 0.2, -0.3], [-0.4, -0.4, -0.5], [-0.1, -0.4, 0.2], [0.1, 0.1, 0.2], [-0.1, 0.0, 0.2], [-0.1, -0.1, 0.0], [-0.3, -0.2, -0.3], [0.2, 0.3, 0.4], [-0.4, 0.2, 0.1], [0.0, 0.0, 0.3], [-0.3, -0.2, 0.0], [0.0, 0.0, 0.0], [0.3, 0.0, 0.0], [-0.3, 0.8, 0.0], [-0.1, -1.1, -0.3], [0.5, 0.1, 0.7], [-0.3, -0.5, -0.4], [-0.1, 0.9, 0.3], [1.1, -1.2, 0.0], [-0.2, 0.6, 0.8], [0.5, 0.3, 1.2], [-0.4, -0.4, -0.8], [-0.9, 0.4, -0.9], [-0.2, -0.6, 0.6], [0.2, 0.4, -0.1], [0.6, 0.7, -0.1], [-1.1, -1.4, 0.5], [1.1, 0.7, -0.2], [-0.3, -0.1, 0.0], [-0.3, 0.6, -0.2], [0.4, 0.3, -0.3], [-0.2, -0.3, 0.2], [-0.2, -0.1, 0.4], [-0.4, -0.4, -0.1], [0.6, 0.1, 0.1], [0.0, -0.6, 0.0], [-0.1, -0.1, -0.4], [-0.1, 0.2, -0.1], [-0.3, 0.0, 0.0], [-0.3, -0.2, -1.0], [-0.3, 0.3, -0.4], [0.1, 0.1, -0.1], [0.0, 0.2, -0.1], [0.5, 0.1, -0.1], [-0.2, -0.3, 0.0], [-0.2, 0.0, 0.0], [0.0, -0.1, 0.1], [0.5, 0.1, 0.1], [0.1, 0.0, 0.0], [0.0, -0.1, 0.1], [-0.2, 0.0, -0.3], [1.1, -0.1, -0.3], [0.2, 0.0, 0.4], [-0.6, 0.4, -0.3], [-0.3, -0.1, -0.4], [0.9, 0.1, 1.2], [-0.2, 1.2, -0.8], [-0.1, -0.7, 0.4], [-0.2, 0.0, -0.3], [0.0, 0.1, -0.1], [-0.7, 0.0, 0.0], [0.0, 0.0, 0.3], [-0.1, -0.5, 0.1], [-0.1, 0.1, 0.2], [0.0, -0.2, -0.6], [0.3, 0.7, 0.5]]}

[2]
{"formula": "C35H36BF3O3", "method": "ωB97M-V/def2-TZVPD", "homo_ev": -7.559, "orbital_gap_ha": 0.2967, "total_charge": 0, "energy_ev": -51850.6736, "smiles": "COc1ccc(C2(B3OC(C)(C)C(C)(C)O3)c3ccccc3-c3ccccc32)cc1.CCc1ccc(C(F)(F)F)cc1", "lumo_energy_ev": 0.514, "species": ["C", "C", "C", "C", "C", "C", "O", "B", "C", "C", "C", "C", "C", "F", "F", "F", "C", "C", "C", "C", "O", "H", "H", "H", "H", "H", "H", "H", "H", "H", "H", "H", "H", "H", "H", "H", "H", "H", "H", "H", "H", "H", "C", "O", "C", "C", "C", "C", "C", "C", "C", "C", "C", "C", "C", "C", "C", "C", "C", "C", "C", "C", "C", "H", "H", "H", "H", "H", "H", "H", "H", "H", "H", "H", "H", "H", "H", "H"], "coordinates": [[4.1236, 1.0949, -2.0605], [3.8118, 1.4975, -0.6361], [4.6559, 0.6258, 0.2782], [3.8841, 3.0392, -0.2524], [4.7236, 3.3511, 0.9801], [4.3498, 3.9323, -1.3751], [2.5289, 3.4058, 0.0994], [1.9869, 2.1827, 0.3970], [-0.1795, 1.9291, -1.7401], [-0.7019, 3.0939, -1.1779], [-2.0807, 3.1231, -1.1816], [-2.7683, 1.9419, -1.4530], [-4.2462, 2.0006, -1.6407], [-4.8128, 0.7580, -1.6567], [-4.7726, 2.6852, -0.5636], [-4.6567, 2.6476, -2.7749], [-2.1553, 0.6940, -1.4669], [-0.7771, 0.6751, -1.4187], [0.6002, 2.0017, -2.9807], [0.9167, 3.3488, -3.6745], [2.4348, 1.1556, -0.4142], [5.2027, 1.2167, -2.2321], [3.8638, 0.0312, -2.1821], [3.5613, 1.6778, -2.8005], [5.7017, 0.9650, 0.2600], [4.2800, 0.6416, 1.3101], [4.6298, -0.4127, -0.0770], [5.7823, 3.3184, 0.6887], [4.4827, 4.3560, 1.3395], [4.5751, 2.6541, 1.8191], [5.4428, 3.8226, -1.4501], [3.9177, 3.6711, -2.3524], [4.0964, 4.9746, -1.1374], [-0.0229, 3.9280, -0.9583], [-2.6027, 4.0605, -1.0785], [-2.7736, -0.1966, -1.4914], [-0.2168, -0.2612, -1.3380], [1.5486, 1.4858, -2.7696], [0.0268, 1.3511, -3.6702], [1.1102, 3.1648, -4.7532], [0.0291, 4.0013, -3.6256], [1.8045, 3.8283, -3.2236], [4.2354, -3.0572, 3.9465], [3.5056, -2.9015, 2.7217], [2.7988, -1.7548, 2.5578], [1.9710, -1.6959, 1.4083], [1.3320, -0.5182, 1.1547], [1.4522, 0.6158, 1.9827], [0.8512, 1.9134, 1.4413], [1.0234, 3.2103, 2.2453], [-0.1829, 3.9397, 2.2389], [-0.3282, 5.1531, 2.9103], [0.7861, 5.6480, 3.5853], [1.9953, 4.9242, 3.6165], [2.1045, 3.6882, 2.9668], [-1.2389, 3.0386, 1.8175], [-0.6529, 1.8204, 1.3991], [-1.4252, 0.6889, 1.4573], [-2.7944, 0.7834, 1.7390], [-3.3815, 2.0067, 2.0443], [-2.5889, 3.1476, 2.1190], [2.1658, 0.5097, 3.1673], [2.8904, -0.6486, 3.4398], [4.5633, -4.0938, 3.9250], [5.0957, -2.3765, 3.9687], [3.5838, -2.8697, 4.8094], [1.9223, -2.5282, 0.7017], [0.7317, -0.4373, 0.2516], [-1.3108, 5.6337, 2.8845], [0.7007, 6.5982, 4.1004], [2.8580, 5.3439, 4.1362], [3.0293, 3.1148, 3.0387], [-1.0017, -0.2826, 1.2219], [-3.3847, -0.1346, 1.7327], [-4.4270, 2.0368, 2.3415], [-2.9653, 4.0891, 2.5067], [2.1902, 1.3518, 3.8561], [3.5515, -0.6757, 4.3128]], "forces_ev_per_angstrom": [[0.4, 0.3, -0.4], [0.1, -0.4, -0.2], [0.3, -0.2, 0.2], [0.2, 0.4, -0.3], [0.6, -0.2, 0.1], [0.3, 0.1, -0.5], [0.5, -1.0, 0.4], [-2.4, -0.2, -2.6], [-0.2, -0.2, 0.9], [0.0, -0.2, -1.0], [-0.2, -0.3, 0.3], [-1.1, 0.2, -0.5], [-0.2, 0.2, 0.8], [0.1, 1.0, -0.1], [-0.4, -0.4, -1.1], [0.2, -0.5, 0.9], [0.4, 0.3, 0.7], [-0.5, 0.4, -1.1], [2.4, -0.7, -0.7], [-0.4, -0.4, 0.1], [0.8, 0.9, 0.7], [-0.3, -0.1, -0.2], [0.1, 0.4, 0.1], [0.2, -0.2, 0.2], [-0.2, -0.2, 0.1], [0.2, -0.1, -0.3], [0.0, 0.2, 0.1], [-0.2, 0.0, 0.3], [0.0, -0.1, -0.2], [0.0, 0.2, -0.4], [-0.3, 0.2, -0.2], [0.0, 0.2, 0.4], [0.2, -0.3, -0.1], [-0.6, 0.1, -0.7], [-0.2, 0.0, 0.3], [0.3, 0.0, 0.2], [-0.1, 0.4, -0.9], [-0.1, -0.2, -0.5], [0.4, 0.4, 0.2], [0.1, 0.1, 0.7], [0.5, 0.0, 0.1], [-0.6, 0.0, -0.2], [-0.3, 0.1, -0.6], [0.1, -0.1, 0.4], [0.0, 0.7, 0.2], [0.7, -0.1, 0.8], [-0.2, 0.3, -0.1], [-0.2, -0.3, 0.7], [0.5, 0.4, 1.7], [-0.7, 0.1, 0.9], [0.4, -0.1, 0.7], [0.4, -0.4, -0.4], [0.1, 0.0, -0.2], [-0.5, 0.1, -0.2], [0.1, 0.5, 0.1], [-0.3, -0.5, 0.0], [-0.4, 0.6, 0.7], [-0.7, -0.4, -0.6], [0.1, -0.1, 0.0], [0.0, -0.3, 0.3], [0.3, -0.1, -0.1], [-0.1, 0.2, -0.5], [0.1, -1.1, -0.3], [0.1, 0.1, 0.2], [-0.1, -0.1, 0.1], [0.2, -0.1, -0.1], [0.0, 0.2, 0.4], [0.4, 0.0, 0.3], [0.5, 0.1, 0.2], [0.2, -0.1, 0.0], [-0.3, -0.2, 0.0], [-0.3, 0.3, 0.0], [-0.2, 0.1, 0.3], [0.1, 0.3, 0.1], [0.1, 0.1, -0.2], [-0.2, -0.1, -0.1], [0.1, -0.2, -0.1], [-0.4, -0.1, -0.4]]}